The following is a quantum chemistry calculation of a structure of composition C32H70Ca3N2O13P2 in a non-equilibrium geometry, from OMol25.

Output
Relative energy (zero: lowest compared OMol25 entry of this formula, charge and spin) (kcal/mol): 0.0
Highest occupied orbital energy (eV): -6.24
Energy (a.u.): -5065.0343
LUMO (eV): -0.259
Orbital gap (eV): 5.98
Maximum force (eV/A): 2.715

Structure (ORCA input):
```
! RIJCOSX wB97M-V def2-TZVPD def2/J DEFGRID3
* xyz 0 1
Ca -2.2330 -0.1844 -1.6358
Ca 2.0828 -1.4495 -1.7597
Ca 1.6456 1.9116 -2.4359
P 3.3191 0.0864 -3.8248
P 0.0821 0.2913 -0.7467
O 2.5594 3.5112 -0.9880
O 3.4159 -1.4321 0.1476
O -0.0826 -1.1260 -1.3961
O -0.3969 1.2149 -1.9113
O 1.7369 -0.0174 -3.5012
O 3.3494 0.3485 -5.2969
O 3.6835 1.3221 -2.9310
O 1.5833 0.5413 -0.5660
O -1.2181 -1.2096 4.0167
O -3.2115 1.6986 -2.4735
O 0.2370 4.1964 1.9971
O 3.7225 -1.2772 -3.1820
O -1.0458 0.4630 0.2788
N -3.9440 -1.3718 -0.4536
N 1.9305 -3.8909 -1.3615
C 0.3060 -5.5540 -0.2869
C 0.7879 -4.1106 -0.4574
C -4.1984 -2.7052 -1.0332
C -5.1888 -0.5755 -0.3907
C -0.6285 0.0077 3.5572
C -3.1285 2.8000 -1.5388
C 0.3165 0.5063 4.6872
C -3.0641 2.1929 -3.8050
C -2.0892 3.9067 1.6365
C -0.7166 4.0177 0.9570
C 2.8867 3.1680 0.3557
C 0.3116 -0.6541 5.6778
C 0.6294 -3.7328 -3.4596
C 3.5199 4.4310 0.9224
C -3.1901 4.0796 -2.3927
C -3.6403 3.5966 -3.7652
C -3.3592 -1.4581 0.9129
C 1.7452 -4.4482 -2.7149
C -2.9522 -3.5708 -1.0858
C 4.2554 5.0285 -0.2979
C 3.6051 -0.1533 2.0774
C 4.5981 -0.6354 -0.0505
C -5.8782 -0.3854 -1.7421
C -1.8267 4.5304 3.0038
C -1.0789 -1.2349 5.4337
C 3.6980 4.2600 -1.4972
C 4.4369 -4.1582 -1.4861
C 4.9233 -0.0117 1.3179
C -4.1660 -2.2211 1.9630
C 3.0513 -1.4430 1.5104
C -0.4153 4.0102 3.2522
C 3.1444 -4.4147 -0.7184
H 4.1604 4.2617 1.7849
H 1.0253 -6.1556 0.2725
H 4.5078 -4.7499 -2.3974
H 5.4155 -1.1950 -0.4992
H 4.0472 6.0945 -0.3771
H 5.3352 4.9106 -0.2206
H -5.1028 -1.7201 2.2105
H -5.1938 -0.0801 -2.5379
H 1.0695 -1.3872 5.4019
H -0.6886 4.8937 0.3019
H -2.1839 4.5063 -2.4195
H 1.5746 -5.5310 -2.6712
H 0.1030 -6.0540 -1.2323
H -2.0074 2.2010 -4.0932
H 1.9650 -1.5195 1.5994
H 0.1480 4.5530 4.0092
H -3.2548 4.1786 -4.5998
H -3.5791 1.5413 -4.5132
H -2.5419 4.3072 3.7935
H 4.3776 3.5106 -1.9085
H -4.7300 3.5728 -3.8122
H 5.2977 1.0072 1.2462
H 2.6846 5.0669 1.2205
H -5.0413 -3.2139 -0.5483
H 0.4184 -0.3554 6.7195
H 1.3109 0.7397 4.3144
H 3.7295 -0.1299 3.1622
H -0.5058 3.1107 0.3892
H -3.1130 -4.4238 -1.7447
H 4.5296 -3.1094 -1.7830
H 2.9345 0.6777 1.8442
H -6.3702 -1.3010 -2.0710
H 3.2366 -3.9565 0.2690
H -2.3705 -1.9140 0.8415
H 0.3863 -4.2700 -4.3786
H 3.5936 2.3259 0.3396
H -5.9104 -1.0495 0.2836
H -6.6459 0.3815 -1.6482
H -3.1669 -0.4511 1.2856
H -0.4095 2.9385 3.4969
H -0.6097 -5.5659 0.3088
H 0.9001 -2.7089 -3.7239
H 3.3349 4.9168 -2.2847
H -2.6639 -3.9574 -0.1095
H -4.4303 -3.2243 1.6217
H 4.3240 0.1637 -0.7482
H 3.4926 -2.3160 2.0154
H -1.2031 -2.2704 5.7469
H -1.7454 5.6209 2.9411
H -3.5549 -2.2861 2.8613
H -0.0431 -3.5172 -0.8321
H -0.0348 -0.2340 2.6756
H -4.9357 0.4026 0.0271
H 5.2965 -4.3960 -0.8584
H -1.3630 0.7666 3.2794
H -0.2943 -3.7426 -2.8776
H -2.1059 -3.0093 -1.4963
H 3.0670 -5.4928 -0.4925
H -2.2399 2.7450 -0.9147
H -3.8201 4.8409 -1.9376
H -4.0158 2.7172 -0.9022
H 1.9987 2.8132 0.8689
H 2.6905 -4.2813 -3.2257
H 1.0688 -3.7262 0.5247
H -0.1047 1.3950 5.1619
H -2.3640 2.8549 1.7898
H 5.7061 -0.6011 1.8075
H -4.5270 -2.5407 -2.0650
H -1.8417 -0.6030 5.9092
H -2.9282 4.3287 1.0803
*
```